1.
Density functional theory data (the ωB97M-V functional and the def2-TZVPD basis) for a structure of composition C19H31AuN2OP.

Each line ends with the Mulliken charge.
Element x y z (Å)
1 Au 3.47094 -16.39818 1.47550  0.3716
2 C 7.16523 -17.45651 2.16268  -1.5545
3 C 6.00249 -18.12590 3.00932  1.6284
4 C 6.52913 -18.84073 4.28849  -1.5649
5 C 5.31965 -19.25637 2.20880  -1.7736
6 P 4.63168 -16.88986 3.40428  0.3330
7 C 3.51072 -17.75737 4.54511  0.6099
8 C 2.30129 -18.30335 4.09311  -0.5320
9 C 1.36978 -18.83593 4.96716  -0.7764
10 C 1.64484 -18.81390 6.33175  -0.5031
11 C 2.83793 -18.34810 6.81564  -0.8251
12 C 3.77382 -17.79790 5.91307  -0.0846
13 C 5.29951 -15.27733 4.25553  1.6969
14 C 6.47806 -15.51183 5.22435  -1.4948
15 C 5.70464 -14.24012 3.14626  -1.7062
16 C 4.09226 -14.69117 5.05130  -1.6767
17 H 7.76721 -18.28225 1.73267  0.4798
18 H 7.80673 -16.89637 2.84692  0.3000
19 H 6.79842 -16.87320 1.31785  0.2779
20 H 7.31295 -19.49254 3.97133  0.5925
21 H 5.69869 -19.37205 4.80853  0.3102
22 H 6.95411 -18.15578 5.03611  0.2692
23 H 6.07952 -20.01059 2.11875  0.5435
24 H 5.01703 -18.91945 1.21418  0.3770
25 H 4.49774 -19.71968 2.73382  0.3846
26 H 2.09282 -18.25062 3.02233  0.2168
27 H 0.46323 -19.27142 4.61027  0.4643
28 H 0.83997 -19.08770 7.02011  0.3723
29 H 3.12390 -18.38690 7.86077  0.4325
30 H 4.72755 -17.42772 6.28581  0.2903
31 H 7.35661 -15.88015 4.68651  0.2605
32 H 6.26122 -16.22372 6.03944  0.2467
33 H 6.74499 -14.56691 5.72424  0.4698
34 H 6.61583 -14.55664 2.60692  0.2925
35 H 5.93664 -13.30260 3.64529  0.5301
36 H 4.90692 -14.08034 2.43181  0.3785
37 H 3.97683 -15.13080 6.05356  0.3496
38 H 3.20605 -14.87965 4.50455  0.3902
39 H 4.12310 -13.59968 5.14352  0.4848
40 N 2.32237 -16.35427 -0.22807  -0.6204
41 C 1.54659 -16.37265 -1.11033  0.4569
42 N 0.60808 -16.30589 -2.00416  0.0663
43 C 0.90657 -16.52602 -3.43314  -0.5142
44 C -0.11706 -15.84234 -4.33851  -0.5901
45 O -1.47225 -16.20885 -3.98799  -0.3540
46 C -1.76377 -15.80971 -2.62790  -0.5377
47 C -0.79905 -16.45979 -1.60248  -0.5552
48 H 0.85979 -17.58372 -3.59157  0.3153
49 H 1.89557 -16.14955 -3.67209  0.4239
50 H 0.02753 -16.10090 -5.39298  0.3459
51 H -0.04619 -14.72874 -4.23556  0.3228
52 H -2.81064 -16.12943 -2.43018  0.3300
53 H -1.76929 -14.69008 -2.50119  0.3033
54 H -0.96134 -17.52218 -1.49992  0.3157
55 H -0.91644 -16.01969 -0.62177  0.4300

Calculated values
- Energy: -38209.283 eV
- Multiplicity: 1
- Total charge: +1
- Energy above the lowest of the compared OMol25 structures with the same formula, charge and spin: 0.00 kJ/mol
- LUMO: -2.3 eV

***

2.
Density functional theory data (the ωB97M-V functional and the def2-TZVPD basis) for a cluster of 5 separate species, C19H31BF12O11P in total.

Each line ends with the Mulliken charge.
Element x y z (Å)
1 C -0.21231 0.94783 -1.76410  -0.3873
2 B -0.76165 -0.62241 -1.98309  0.5470
3 O -0.20703 -1.79885 -1.27421  -0.4280
4 P -2.22332 -0.81674 -3.22210  0.0662
5 O -3.19486 -1.84051 -2.14522  -0.4647
6 C -4.40703 -1.16231 -1.57995  -0.0472
7 C -4.37231 0.39122 -2.15259  -0.4893
8 O -2.99619 0.66926 -2.63115  -0.3417
9 H -1.03797 1.45141 -1.06830  0.1120
10 H 0.83196 0.99649 -1.23663  0.2011
11 H -0.25495 1.50091 -2.80090  -0.2447
12 H 0.68573 -2.02584 -1.69622  0.2002
13 H -3.16510 -1.04020 -4.31566  -0.0020
14 H -1.46704 -1.91255 -3.78904  -0.0652
15 H -1.61471 0.12039 -4.17659  -0.2956
16 H -4.23845 -1.33970 -0.43197  0.0100
17 H -5.46458 -1.53267 -1.98522  0.1906
18 H -4.89733 1.21969 -1.49121  0.1950
19 H -4.98661 0.42317 -3.17463  0.2719
20 C -0.46133 -5.15130 0.73762  -1.0023
21 C 0.11932 -4.90827 -0.64327  0.4962
22 O 1.38693 -5.56661 -0.77980  -0.3184
23 C 1.34363 -6.90350 -1.08507  0.3732
24 O 0.30365 -7.53759 -1.23622  -0.5263
25 C 2.75692 -7.46185 -1.25020  0.8530
26 F 3.60610 -7.04885 -0.26512  -0.2434
27 F 3.32693 -7.07661 -2.42816  -0.2474
28 F 2.79718 -8.82413 -1.23609  -0.2469
29 H 0.25231 -4.85298 1.51301  0.3329
30 H -1.38794 -4.58653 0.87294  0.1559
31 H -0.67642 -6.21269 0.89502  0.3617
32 H 0.30107 -3.83756 -0.78019  -0.2408
33 H -0.57242 -5.22125 -1.43385  0.3571
34 C -0.48605 1.66329 4.15572  -1.1192
35 C -1.18507 1.31588 2.85427  -0.2157
36 O -1.22026 -0.10607 2.66528  -0.2153
37 C -2.21724 -0.77881 3.32542  0.2451
38 O -3.04716 -0.23531 4.04813  -0.5660
39 C -2.16725 -2.27042 2.99525  0.9663
40 F -0.90178 -2.77897 3.04053  -0.2526
41 F -2.63753 -2.53514 1.74239  -0.2074
42 F -2.90991 -3.03071 3.84850  -0.2716
43 H 0.51060 1.21047 4.18990  0.3334
44 H -0.38662 2.74687 4.26459  0.3337
45 H -1.03994 1.27794 5.01727  0.3776
46 H -0.62207 1.73419 2.01390  0.2987
47 H -2.19380 1.74252 2.81042  0.3317
48 C -1.01364 7.04659 -6.46830  -1.0995
49 C -1.94506 5.88589 -6.17108  -0.2044
50 O -1.19656 4.67892 -5.96654  -0.2904
51 C -0.65884 4.50600 -4.71622  0.2463
52 O -0.78307 5.31346 -3.80022  -0.5251
53 C 0.06439 3.16251 -4.62468  1.0704
54 F 0.85296 2.91249 -5.70991  -0.2678
55 F -0.80591 2.11553 -4.53924  -0.3889
56 F 0.87972 3.06879 -3.53652  -0.2819
57 H -0.36079 6.80892 -7.31495  0.2939
58 H -1.58342 7.94996 -6.70315  0.3682
59 H -0.36255 7.25974 -5.61494  0.3109
60 H -2.59892 5.71223 -7.03160  0.3174
61 H -2.59240 6.09640 -5.31194  0.3170
62 C 5.12087 -0.45320 6.61139  -1.0975
63 C 5.69821 0.52950 5.60936  -0.1912
64 O 4.65634 1.32613 5.02731  -0.3032
65 C 4.23334 2.40151 5.76689  0.3263
66 O 4.68925 2.69699 6.86749  -0.5248
67 C 3.16297 3.18613 5.00854  0.8892
68 F 2.22075 2.37939 4.43978  -0.2417
69 F 3.69216 3.92595 3.99192  -0.2530
70 F 2.48159 4.06123 5.80072  -0.2518
71 H 4.33756 -1.06125 6.14641  0.2994
72 H 5.90069 -1.11538 6.99774  0.3680
73 H 4.65940 0.06808 7.45572  0.3113
74 H 6.17308 -0.01999 4.79037  0.3162
75 H 6.46971 1.16285 6.06228  0.3152

Calculated values
- Energy: -85301.519 eV
- Multiplicity: 1
- Total charge: -1
- LUMO: 1.8 eV

***

3.
Density functional theory data (the ωB97M-V functional and the def2-TZVPD basis) for a cluster of 2 separate species, C19H31BFN2O8 in total.

Each line ends with the Mulliken charge.
Element x y z (Å)
1 C 1.93943 1.07891 2.09966  -0.8974
2 C 1.13138 2.18460 2.13951  -0.0336
3 C 0.27547 2.72359 1.00255  -0.9563
4 N -0.75354 1.73346 0.61937  0.1053
5 C -0.63452 1.01575 -0.54560  0.4016
6 C 0.48819 1.26964 -1.51622  -2.6825
7 C 1.81294 0.49566 -1.24219  0.1970
8 C 2.99543 1.46489 -1.20866  -0.7896
9 C 4.38766 0.80136 -1.23201  -0.8015
10 O 4.33384 -0.62540 -1.32865  -0.3665
11 C 4.16272 -1.27213 -0.17146  0.0886
12 O 4.32023 -0.81050 0.92437  -0.5038
13 C -1.58829 0.05689 -0.84975  0.4231
14 C -1.57895 -0.84173 -2.06016  -1.3669
15 C -1.21768 -2.29796 -1.74339  0.5521
16 C -0.03570 -2.52025 -0.83060  -1.1833
17 F -2.34989 -2.87641 -1.15484  -0.3707
18 C -2.64909 -0.12366 0.03539  -0.3374
19 C -2.77459 0.62026 1.19151  1.1647
20 C -3.93863 0.31658 2.11617  -1.4263
21 O -4.90755 1.31987 2.23965  -0.1470
22 O -5.43504 1.56278 0.94337  -0.3723
23 C -1.80991 1.57936 1.46727  0.7704
24 C -1.95919 2.43976 2.67316  -1.7505
25 B -2.66739 3.84121 2.31257  0.6653
26 O -3.89510 3.90408 1.73603  -0.5457
27 O -2.00241 5.02548 2.54946  -0.4937
28 H 2.83506 1.06596 1.48733  0.3170
29 H 1.71589 0.23192 2.74153  0.2321
30 H 1.05160 2.71000 3.09132  0.5172
31 H 0.88040 2.99171 0.14297  0.4820
32 H -0.19215 3.64365 1.33996  0.3768
33 H 0.71005 2.33241 -1.58433  0.9924
34 H 0.14915 0.98529 -2.50595  0.5944
35 H 1.68822 -0.01198 -0.28432  0.1526
36 H 1.97131 -0.25988 -2.00714  0.7998
37 H 2.89662 2.14925 -0.36616  0.1443
38 H 2.90400 2.09671 -2.09595  0.5783
39 H 4.97946 1.14260 -0.38635  0.3622
40 H 4.91724 1.13377 -2.12058  0.3549
41 H 3.82716 -2.30578 -0.31493  0.4981
42 H -2.60301 -0.87033 -2.43689  0.4988
43 H -0.96808 -0.49114 -2.88767  0.4281
44 H -1.04558 -2.82725 -2.68200  0.4620
45 H -0.03698 -3.58187 -0.57832  0.3237
46 H 0.90783 -2.32182 -1.33722  0.2573
47 H -0.13423 -1.97049 0.10650  0.2741
48 H -3.38858 -0.88516 -0.17552  0.5072
49 H -3.55678 0.08657 3.11235  0.4898
50 H -4.39639 -0.60756 1.75247  0.4778
51 H -5.03458 2.41888 0.71938  0.3830
52 H -2.58023 1.94121 3.41654  0.3608
53 H -1.02289 2.67626 3.16549  0.1671
54 H -4.23792 4.80295 1.83109  0.3082
55 H -1.51686 5.02325 3.38075  0.3315
56 C 2.52486 -6.50772 -2.07569  -0.6980
57 N 1.21689 -5.79933 -2.13906  0.8757
58 O 0.77348 -5.51615 -3.23031  -0.5160
59 O 0.67345 -5.54718 -1.08154  -0.5299
60 H 2.87904 -6.65935 -3.08793  0.3188
61 H 3.20599 -5.88237 -1.50695  0.2492
62 H 2.35679 -7.45318 -1.56940  0.2857

Calculated values
- Energy: -42948.821 eV
- Multiplicity: 1
- Total charge: +1
- LUMO: -3.6 eV